Entry 1:
83
Properties=species:S:1:pos:R:3:forces:R:3 method="wB97M-V/def2-TZVPD" relative_energy_ev=0.826 total_charge=-2 lumo_ev=3.4919 homo_lumo_gap_ev=5.7
Ti 2.221688 -1.345152 1.553872 -0.5 -0.3 -1.1
Se 3.637797 -1.515170 3.582999 -0.2 0.0 0.3
Te 5.955559 -1.022610 2.697264 -0.1 0.1 0.1
Te 4.814256 -2.321587 0.575813 0.8 -0.4 -0.3
Se 6.281042 -1.679777 -1.310076 -0.2 0.0 0.2
C 4.505639 1.111657 -0.863211 0.0 0.0 0.0
N 3.842505 2.320182 -0.407236 -0.2 -0.1 0.0
C 4.006703 3.582742 -0.912509 0.1 0.0 -0.1
C 3.203141 4.390946 -0.188393 -0.1 0.1 0.0
N 2.540934 3.637454 0.750155 0.1 -0.2 -0.1
B 1.454421 4.397653 1.657353 0.1 0.0 0.0
N 1.015552 3.544980 2.843718 0.0 0.0 -0.1
C 1.760883 3.383033 3.991102 0.0 0.0 0.1
C 1.123784 2.510016 4.794389 0.1 0.1 0.0
N -0.029361 2.134802 4.130698 0.0 0.0 0.0
C -1.032666 1.248417 4.672836 0.1 -0.1 -0.1
C -0.099019 2.775491 2.926963 0.0 -0.1 0.0
S -1.349148 2.613064 1.803185 -0.1 -0.1 -0.1
C 2.950864 2.364807 0.607402 0.0 0.2 0.1
S 2.781283 1.074012 1.757459 -0.3 -0.3 0.1
H 5.022319 1.329118 -1.793003 0.1 0.0 0.0
H 3.769334 0.327211 -1.037182 0.0 0.0 0.0
H 5.216154 0.763811 -0.117489 0.0 0.0 0.0
H 4.666143 3.778929 -1.739020 0.0 0.0 0.0
H 3.017631 5.447352 -0.266423 0.0 0.0 0.0
H 2.043692 5.378172 2.065502 0.0 0.0 0.1
H 0.533248 4.677732 0.945095 0.0 0.0 0.0
H 2.699909 3.891916 4.118699 0.0 0.0 0.0
H 1.391004 2.095857 5.750252 0.0 0.0 0.0
H -1.358024 1.619134 5.646769 0.0 0.0 0.0
H -0.633625 0.237637 4.766371 0.0 0.0 0.0
H -1.866305 1.229108 3.974147 0.0 0.0 0.0
F -1.832349 4.640159 -5.553088 0.0 0.0 0.0
C -1.675388 3.627336 -4.692896 0.1 0.0 0.0
C -2.708014 2.738656 -4.476016 0.0 0.0 0.1
F -3.864442 2.892871 -5.132974 0.0 0.0 0.0
C -2.532467 1.685897 -3.592641 0.0 0.0 -0.1
F -3.562904 0.840864 -3.482294 0.0 0.0 0.0
C -1.353657 1.495798 -2.885332 0.1 0.0 0.0
P -1.034242 0.090141 -1.693624 -0.4 0.0 -0.1
C -1.038801 -1.204926 -3.003920 0.2 -0.1 0.0
C -2.131833 -1.926322 -3.469954 -0.1 0.1 0.0
C -1.971150 -2.873104 -4.471389 0.0 0.0 0.0
C -0.720315 -3.106561 -5.023923 0.0 0.0 0.0
C 0.376004 -2.387224 -4.570260 0.0 0.0 0.0
C 0.216713 -1.449639 -3.563519 0.0 0.0 0.1
C -2.695038 -0.012856 -0.929786 0.0 0.0 0.1
C -3.226259 -1.237387 -0.538310 0.0 0.0 0.0
C -4.440099 -1.294353 0.133976 0.0 0.0 0.0
C -5.116428 -0.129357 0.459995 0.0 0.0 0.0
C -4.564658 1.098496 0.122847 0.0 0.0 0.0
C -3.364429 1.153650 -0.563627 0.0 0.0 0.0
C -0.316856 2.396607 -3.148454 0.0 -0.1 0.1
Br 1.369107 2.175932 -2.347262 0.0 0.1 -0.1
C -0.473648 3.448799 -4.031707 -0.1 0.0 -0.1
F 0.514666 4.313300 -4.287092 0.0 0.0 0.0
H -3.116231 -1.747383 -3.059046 0.0 0.0 0.0
H -2.830436 -3.434534 -4.819435 0.0 0.0 0.0
H -0.596037 -3.859616 -5.792867 0.0 0.0 0.0
H 1.363831 -2.578401 -4.969978 0.0 0.0 0.0
H 1.083777 -0.925465 -3.176182 0.0 0.0 0.0
H -2.686524 -2.154476 -0.738395 0.0 0.0 0.0
H -4.839567 -2.256368 0.427607 0.0 0.0 0.0
H -6.055984 -0.176210 0.997845 0.0 0.0 0.0
H -5.056840 2.019668 0.409311 0.0 0.0 0.0
H -2.936134 2.121632 -0.795825 0.0 0.0 0.0
O 1.874924 -3.216142 0.982847 0.0 0.3 0.1
S 1.737916 -2.943803 -0.545994 0.2 0.8 0.9
O 2.910490 -3.464067 -1.186930 0.2 -0.4 -0.5
O 1.874782 -1.404207 -0.436740 -0.2 0.1 0.1
O 0.466309 -3.350257 -1.048705 -0.1 0.0 0.0
F -1.389775 -7.040219 4.075378 0.0 0.0 0.0
C -1.160266 -5.800628 3.613863 -0.1 0.0 -0.1
C -2.069113 -5.183515 2.772503 0.1 -0.1 0.1
F -3.188135 -5.832051 2.412038 0.0 0.0 0.0
C -1.814739 -3.907036 2.308733 0.1 0.0 0.0
F -2.738029 -3.379176 1.498044 0.0 0.0 0.0
C -0.671839 -3.185380 2.647048 -0.3 0.2 -0.3
Se -0.467340 -1.385755 1.987678 0.8 0.0 0.5
C 0.204424 -3.837280 3.496763 0.0 0.0 0.1
F 1.313223 -3.223483 3.925904 -0.1 0.0 0.0
C -0.018402 -5.117896 3.975197 0.1 0.0 0.0
F 0.864887 -5.695660 4.803126 0.0 0.0 0.0

=====

Entry 2:
58
Properties=species:S:1:pos:R:3:forces:R:3 method="wB97M-V/def2-TZVPD" relative_energy_ev=0.317 total_charge=+3 lumo_ev="-11.8531 / -11.8536" homo_lumo_gap_ev="5.0 / 5.0"
Pt 1.493291 1.169874 -0.569343 0.0 -0.1 -0.1
I 1.416674 1.690412 -3.105712 -0.1 0.1 0.0
C -0.369727 2.757924 -2.935791 0.1 0.0 0.0
C -1.113589 3.202130 -3.991414 0.0 0.0 -0.1
C -2.227379 4.014375 -3.707771 -0.1 0.0 0.0
C -2.530970 4.374347 -2.418552 0.0 0.0 0.0
C -1.742872 3.929197 -1.331688 0.0 0.0 0.0
C -1.996437 4.288704 0.013186 0.0 0.0 0.1
C -1.185146 3.857339 1.037007 -0.1 0.1 0.0
C -0.082006 3.032064 0.765550 0.1 -0.1 0.1
C 0.111555 2.590837 -0.520863 0.0 -0.1 0.1
C -0.645330 3.079027 -1.607671 0.1 0.0 0.0
H -0.866188 2.963396 -5.017857 0.0 0.0 0.0
H -2.834854 4.369526 -4.529063 0.0 0.0 0.0
H -3.384379 5.011956 -2.224422 0.0 0.0 0.0
H -2.830780 4.944607 0.230904 0.0 0.0 0.0
H -1.370206 4.174751 2.054038 0.0 0.0 0.0
H 0.587791 2.750914 1.575586 0.0 0.0 0.0
I 3.456530 0.426139 1.014817 -0.1 0.1 0.1
C 2.406461 -0.167295 2.741278 0.0 0.0 -0.1
C 3.078580 0.190770 3.881347 0.1 0.0 0.0
C 2.594799 -0.194959 5.137834 0.0 0.0 0.0
C 1.461175 -0.947420 5.199828 0.0 0.0 0.0
C 0.755317 -1.314466 4.028933 0.0 0.0 0.0
C -0.393761 -2.125903 4.174486 0.0 0.0 0.0
C -1.122310 -2.530686 3.094438 0.0 0.0 0.0
C -0.755390 -2.071452 1.829083 0.0 0.1 0.0
C 0.372624 -1.279421 1.618502 -0.1 0.0 0.0
P 0.560583 -0.948795 -0.124453 0.0 0.0 -0.1
C 1.660621 -2.086613 -0.921759 0.0 0.0 0.1
C 1.875476 -2.068319 -2.306321 0.1 0.0 -0.1
C 2.730301 -2.991608 -2.878475 0.0 0.0 0.0
C 3.383238 -3.925190 -2.078117 0.0 0.0 0.0
C 3.179216 -3.939152 -0.702036 0.0 0.0 0.0
C 2.324074 -3.022454 -0.117411 0.0 0.0 0.0
C -1.028133 -0.794447 -0.893992 0.0 0.0 0.0
C -1.352764 -1.516835 -2.047661 0.0 -0.1 0.0
C -2.616157 -1.380478 -2.599495 0.0 0.0 0.0
C -3.548111 -0.535342 -2.007961 0.0 0.0 0.0
C -3.227515 0.178352 -0.853288 0.0 0.0 0.0
C -1.971544 0.057630 -0.295663 0.0 0.0 -0.1
C 1.197642 -0.903787 2.732911 0.0 -0.1 0.0
H 3.996612 0.762502 3.825883 0.0 0.0 0.0
H 3.132063 0.091788 6.030912 0.0 0.0 0.0
H 1.079905 -1.285006 6.155073 0.0 0.0 0.0
H -0.682494 -2.427632 5.173843 0.0 0.0 0.0
H -1.983241 -3.174512 3.205794 0.0 0.0 0.0
H -1.374362 -2.364208 0.992207 0.0 0.0 0.0
H 1.372781 -1.348900 -2.939382 0.0 0.0 0.0
H 2.888021 -2.989906 -3.948586 0.0 0.0 0.0
H 4.050960 -4.645923 -2.531093 0.0 0.0 0.0
H 3.680283 -4.672911 -0.085502 0.0 0.0 0.0
H 2.156081 -3.055324 0.951823 0.0 0.0 0.0
H -0.654246 -2.218685 -2.482033 0.0 0.0 0.0
H -2.882685 -1.956435 -3.475348 0.0 0.0 0.0
H -4.537814 -0.445213 -2.436566 0.0 0.0 0.0
H -3.967237 0.814229 -0.385296 0.0 0.0 0.0
H -1.725025 0.606485 0.605325 0.0 0.0 0.0

=====

Entry 3:
72
Properties=species:S:1:pos:R:3:forces:R:3 method="wB97M-V/def2-TZVPD" relative_energy_ev=0.198 total_charge=-1 lumo_ev=1.4593 homo_lumo_gap_ev=5.5
W 0.538730 0.144498 -0.490120 0.1 0.1 0.0
C 3.776376 2.018935 -2.643521 0.0 0.0 0.0
C 3.245772 1.071798 -1.608987 0.0 0.0 0.0
O 2.074774 1.397611 -1.140878 0.0 0.0 0.0
C 3.957945 -0.009506 -1.190863 0.0 0.0 0.0
C 3.548062 -0.836014 -0.094103 0.0 0.0 0.0
C 4.578372 -1.715049 0.554062 0.0 0.0 0.0
N 2.342528 -0.777986 0.391994 0.0 0.0 -0.1
N 2.176448 -1.434657 1.616350 0.0 0.0 0.0
C 0.995541 -1.188782 2.082799 0.1 0.0 0.0
O 0.126968 -0.449642 1.465077 -0.1 0.0 0.0
C 0.594777 -1.730867 3.403332 0.0 0.0 0.0
C 1.445330 -2.567234 4.122514 0.0 0.0 0.0
C 1.054228 -3.056031 5.357516 0.0 0.0 0.0
C -0.186326 -2.712820 5.882857 0.0 0.0 0.0
C -1.035341 -1.882318 5.166664 0.0 0.0 0.0
C -0.648364 -1.392405 3.927518 0.0 0.0 0.0
H 3.747042 3.037220 -2.251845 0.0 0.0 0.0
H 3.124149 1.981110 -3.518548 0.0 0.0 0.0
H 4.793616 1.770480 -2.940272 0.0 0.0 0.0
H 4.928710 -0.195592 -1.625618 0.0 0.0 0.0
H 5.470190 -1.764618 -0.067624 0.0 0.0 0.0
H 4.173626 -2.713600 0.711640 0.0 0.0 0.0
H 4.850481 -1.327532 1.537347 0.0 0.0 0.0
H 2.404410 -2.827606 3.695860 0.0 0.0 0.0
H 1.715135 -3.710782 5.911725 0.0 0.0 0.0
H -0.492588 -3.098989 6.847176 0.0 0.0 0.0
H -2.005839 -1.618896 5.567142 0.0 0.0 0.0
H -1.308267 -0.754639 3.354100 0.0 0.0 0.0
N 1.961611 1.669871 2.329858 0.0 0.0 0.0
C 0.827978 2.277662 1.978388 0.0 0.0 -0.1
N 0.245852 3.083079 2.864097 0.0 0.0 0.0
C -0.818956 3.739093 2.417995 0.0 -0.1 -0.2
N -1.552398 4.441121 3.299813 0.0 0.1 0.1
N -1.202539 3.796684 1.121541 0.0 0.0 0.1
C -0.599573 2.923648 0.353733 0.0 0.0 -0.1
N 0.342748 2.058997 0.731723 0.0 0.0 0.0
C -0.958355 2.883990 -1.087454 0.0 0.0 0.1
C -1.758754 3.864083 -1.639681 0.0 0.0 0.0
C -2.058224 3.788586 -2.991208 0.0 0.0 0.0
C -1.546063 2.736889 -3.724206 0.0 0.0 0.0
C -0.753088 1.792400 -3.087221 0.0 0.0 0.0
N -0.459462 1.864171 -1.793992 0.0 -0.1 0.0
H 2.224823 1.695752 3.298676 0.0 0.0 0.0
H 2.366435 0.978444 1.716734 0.0 0.0 0.0
H -1.431516 4.173663 4.262282 0.0 0.0 0.0
H -2.497470 4.631438 3.007804 0.0 0.0 0.0
H -2.134981 4.649089 -1.000962 0.0 0.0 0.0
H -2.688081 4.534966 -3.457194 0.0 0.0 0.0
H -1.758754 2.624986 -4.778097 0.0 0.0 0.0
H -0.329199 0.948187 -3.614250 0.0 0.0 0.0
S -0.103601 -2.323298 -0.542567 0.0 0.0 0.0
C -0.736473 -2.514452 -2.148354 0.0 0.0 0.0
C -1.755498 -3.410504 -2.456086 0.0 0.0 0.0
C -2.192258 -3.566298 -3.768574 0.0 0.0 0.0
C -3.236388 -4.506824 -4.061063 0.0 0.0 0.0
N -4.063832 -5.270840 -4.292546 0.0 0.0 0.0
C -1.610290 -2.808634 -4.793866 0.0 0.0 0.0
C -0.590204 -1.909535 -4.487604 0.0 0.0 0.0
C -0.148092 -1.759593 -3.182316 0.0 0.0 0.0
S 1.194123 -0.736210 -2.743562 0.0 0.0 0.0
C -2.045882 -2.935296 -6.153707 -0.1 0.0 0.0
N -2.385253 -3.005430 -7.250704 0.0 0.0 0.0
H -2.217243 -3.990035 -1.667834 0.0 0.0 0.0
H -0.131363 -1.336974 -5.283667 0.0 0.0 0.0
N -1.590038 0.184222 -0.291758 0.0 -0.2 0.0
C -2.550956 0.093324 0.354055 0.0 0.0 0.0
C -3.638175 0.129707 1.209053 0.0 0.1 0.0
C -4.686029 -0.820391 1.161240 0.0 -0.1 0.0
N -5.541249 -1.594087 1.136096 0.0 0.0 0.0
C -3.674259 1.195861 2.139041 -0.1 0.0 0.1
N -3.705576 2.072393 2.893070 0.1 0.0 0.0

=====

Entry 4:
65
Properties=species:S:1:pos:R:3:forces:R:3 method="wB97M-V/def2-TZVPD" relative_energy_ev=0.000 total_charge=0 lumo_ev=-0.3645 homo_lumo_gap_ev=6.0
Cs -1.443685 -0.705891 -0.918672 -0.1 -0.5 -0.5
C 0.836566 -4.977843 1.559623 0.0 0.0 0.0
O 1.599661 -4.801591 0.346654 0.0 0.0 -0.1
C 0.975190 -3.797769 -0.320610 0.0 -0.1 0.2
N -0.144987 -3.398376 0.111938 0.1 0.0 -0.2
C -0.482809 -4.235667 1.268367 0.0 -0.1 0.1
C -1.007580 -3.458090 2.450607 0.0 0.0 -0.1
C -0.849981 -2.081369 2.539902 -0.1 0.0 0.1
C -1.313955 -1.390789 3.652141 0.0 0.0 0.0
C -1.928351 -2.074667 4.689375 0.0 0.0 0.0
C -2.086009 -3.452092 4.607084 0.0 0.0 0.0
C -1.633037 -4.138423 3.490893 0.0 0.0 0.0
C 1.716672 -3.280647 -1.496416 0.2 0.0 -0.1
C 2.860603 -3.936633 -1.943060 0.0 0.0 0.0
C 3.544337 -3.399775 -3.019486 0.0 0.0 0.0
C 3.085680 -2.229244 -3.597208 0.0 0.0 0.0
C 1.931417 -1.648001 -3.079303 0.1 -0.2 0.0
N 1.257893 -2.171028 -2.062261 -0.2 0.2 0.1
C 1.424395 -0.373189 -3.643070 0.0 0.2 -0.1
N 0.316730 0.185612 -3.393227 0.1 -0.2 0.0
C 0.252340 1.397943 -4.218211 0.0 0.1 -0.1
C 1.695277 1.541761 -4.740848 0.0 0.0 0.0
O 2.270826 0.237635 -4.510752 0.0 -0.1 0.0
C -0.239728 2.615507 -3.474951 0.0 -0.1 0.0
C -0.659745 3.731192 -4.192243 0.0 0.0 0.0
C -1.074325 4.876761 -3.530228 0.0 0.0 0.0
C -1.084631 4.914065 -2.142033 0.0 0.0 0.0
C -0.675435 3.802405 -1.422130 0.0 0.0 0.0
C -0.248615 2.660175 -2.087038 -0.1 0.1 0.1
H 1.385498 -4.511639 2.379755 0.0 0.0 0.0
H 0.723447 -6.042257 1.746191 0.0 0.0 0.0
H -1.253150 -4.943746 0.944384 0.0 0.0 0.0
H -0.383831 -1.524665 1.739186 0.1 0.0 0.0
H -1.203579 -0.313882 3.692451 0.0 0.0 0.0
H -2.294585 -1.535862 5.553252 0.0 0.0 0.0
H -2.573999 -3.992060 5.408249 0.0 0.0 0.0
H -1.776490 -5.211747 3.423333 0.0 0.0 0.0
H 3.197120 -4.834789 -1.447324 0.0 0.0 0.0
H 4.435996 -3.882500 -3.396400 0.0 0.0 0.0
H 3.602017 -1.763052 -4.422911 0.0 0.0 0.0
H -0.433199 1.192011 -5.047201 0.0 0.0 0.0
H 2.260402 2.272170 -4.159086 0.0 0.0 0.0
H 1.770405 1.772163 -5.800016 0.0 0.0 0.0
H -0.672879 3.700698 -5.276684 0.0 0.0 0.0
H -1.402210 5.737037 -4.099427 0.0 0.0 0.0
H -1.422599 5.801858 -1.624025 0.0 0.0 0.0
H -0.699007 3.809005 -0.339165 0.0 0.0 0.0
H 0.055274 1.802042 -1.503937 0.1 0.0 0.0
Cl -4.846219 2.556664 1.958016 0.0 0.0 0.0
C -3.136065 2.633896 2.267423 0.0 -0.1 -0.1
C -2.670591 3.522388 3.234301 0.0 0.0 0.0
C -1.334252 3.620877 3.514901 -0.1 0.0 0.0
Cl -0.797614 4.748700 4.735189 0.0 0.0 0.0
C -0.401181 2.818946 2.824287 0.0 0.0 0.0
C 0.991785 2.862018 3.055676 0.0 0.0 0.0
C 1.824874 2.049991 2.340176 0.0 0.0 0.0
C 1.261756 1.188000 1.385060 0.0 0.0 0.0
N -0.024595 1.116463 1.139145 0.1 0.0 0.0
C -0.876549 1.911371 1.835968 0.0 0.2 0.2
C -2.301466 1.784157 1.515487 0.2 0.0 0.1
O -2.690999 0.970407 0.635974 -0.4 0.4 0.3
H -3.387653 4.136381 3.762417 0.0 0.0 0.0
H 1.376453 3.543684 3.802043 0.0 0.0 0.0
H 2.895380 2.059929 2.494510 0.0 0.0 0.0
H 1.907587 0.533369 0.803966 0.0 0.0 0.0